(1)
8
Properties=species:S:1:pos:R:3:forces:R:3:nbo_charge:R:1 method="wB97M-V/def2-TZVPD" gap_ha=0.301 e_above_lowest_ev=3.5122 e_lumo_ev=-1.03 homo_ev=-9.2 energy_ev=-16491.6861 charge=0
C 0.128 1.111 2.192 -0.377 0.580 1.707 0.100
C 0.919 1.084 1.071 0.507 -0.217 -1.357 -0.340
N -0.407 1.314 3.198 -0.258 -0.202 0.122 -0.265
O -0.271 -1.481 -1.499 1.883 2.431 0.312 -0.930
S 0.045 0.519 -0.182 0.834 1.223 0.101 0.360
H -0.814 -0.869 -1.977 -0.701 0.106 -0.632 0.472
H -0.585 -2.313 -1.628 -1.495 -3.725 -0.695 0.482
H 0.986 0.635 -1.174 -0.393 -0.197 0.441 0.120

=====

(2)
9
Properties=species:S:1:pos:R:3:forces:R:3:nbo_charge:R:1 method="wB97M-V/def2-TZVPD" gap_ha=0.352 e_above_lowest_ev=1.6761 e_lumo_ev=0.47 homo_ev=-9.1 energy_ev=-27329.1009 charge=0
O -2.996 -0.645 -0.113 -0.909 -0.743 -0.275 -0.504
C -2.011 0.010 -0.075 -0.583 2.261 0.581 0.231
S -0.469 -0.769 0.121 1.148 -0.389 -0.051 0.245
C 0.637 0.614 0.064 0.877 -0.673 -0.152 -0.078
N 1.910 0.604 0.019 -1.803 0.625 -0.090 -0.578
S 2.882 -0.689 -0.076 0.141 -2.107 0.288 0.270
H -2.119 1.167 -0.040 0.803 -1.351 -0.230 0.140
H 0.126 1.537 0.001 -0.354 1.081 0.131 0.193
H 2.040 -1.830 0.100 0.681 1.295 -0.203 0.080

=====

(3)
9
Properties=species:S:1:pos:R:3:forces:R:3:nbo_charge:R:1 method="wB97M-V/def2-TZVPD" gap_ha=0.344 e_above_lowest_ev=0.3889 e_lumo_ev=0.32 homo_ev=-9.0 energy_ev=-27330.3881 charge=0 smiles="O=C1NSCS1"
O -2.284 -0.770 0.093 -0.229 0.505 0.006 -0.567
C -1.155 -0.378 0.017 1.184 -0.645 -0.109 0.533
N -0.065 -1.236 0.069 0.790 1.335 -0.364 -0.790
S 1.574 -0.664 -0.182 -1.203 0.132 0.148 0.411
C 1.136 0.989 0.443 -0.852 -0.424 -1.457 -0.661
S -0.567 1.323 -0.187 0.104 -0.303 0.480 0.188
H -0.218 -2.152 0.413 -0.105 -0.766 0.271 0.419
H 1.208 0.997 1.497 -0.178 0.189 1.133 0.220
H 1.733 1.767 -0.004 0.488 -0.023 -0.108 0.247

=====

(4)
9
Properties=species:S:1:pos:R:3:forces:R:3:nbo_charge:R:1 method="wB97M-V/def2-TZVPD" gap_ha=0.318 e_above_lowest_ev=1.6216 e_lumo_ev=0.24 homo_ev=-8.4 energy_ev=-27329.1554 charge=0 smiles="O=C1NSCS1"
O -2.361 -0.976 0.031 2.620 -0.102 0.056 -0.554
C -1.223 -0.525 -0.076 0.619 -3.190 -0.985 0.448
N 0.070 -1.217 -0.337 -4.046 -2.985 1.129 -0.849
S 1.620 -0.550 -0.250 -0.676 2.210 -0.058 0.387
C 0.754 1.173 0.175 1.594 0.089 0.180 -0.667
S -0.943 1.073 -0.432 0.757 3.848 0.148 0.321
H -0.047 -2.273 -0.242 0.572 2.029 -0.065 0.426
H 0.851 1.134 1.271 -0.626 0.234 -0.385 0.224
H 1.280 2.162 -0.141 -0.814 -2.133 -0.021 0.264

=====

(5)
9
Properties=species:S:1:pos:R:3:forces:R:3:nbo_charge:R:1 method="wB97M-V/def2-TZVPD" gap_ha="0.201 / 0.121" e_above_lowest_ev=4.7599 e_lumo_ev="0.41 / -4.23" homo_ev="-5.1 / -7.5" energy_ev=-27322.9745 multiplicity=3 charge=0
C -0.818 -0.728 0.326 0.875 0.484 -0.838 0.388
C 0.333 -0.367 -0.422 -2.566 0.099 -2.576 -0.269
N -1.757 -1.013 0.967 1.097 0.450 -0.695 -0.490
O 1.264 0.442 0.325 -0.310 -1.106 1.545 -0.732
S -3.071 -1.365 1.711 -1.645 -0.498 1.067 0.200
S 2.148 1.654 -0.326 0.034 2.767 -1.015 0.351
H 1.055 2.576 -0.405 1.054 -1.098 -0.066 0.076
H 0.823 -1.296 -0.648 0.633 -0.506 -0.166 0.256
H 0.022 0.098 -1.529 0.828 -0.593 2.742 0.219

=====

(6)
7
Properties=species:S:1:pos:R:3:forces:R:3:nbo_charge:R:1 method="wB97M-V/def2-TZVPD" gap_ha=0.308 e_above_lowest_ev=1.7696 e_lumo_ev=-0.60 homo_ev=-9.0 energy_ev=-14445.6995 charge=0 smiles="C#N.C=S"
C -0.988 -1.096 1.135 -0.154 0.592 0.415 0.063
N -0.073 -1.746 1.398 -0.916 0.423 -0.347 -0.308
H -1.806 -0.362 0.986 0.939 -1.109 0.045 0.248
C 0.630 0.775 -0.770 2.531 -2.678 -2.260 -0.475
S 0.797 1.289 -2.294 -0.435 -0.147 0.697 0.093
H 1.059 -0.239 -0.472 -0.897 1.295 -0.435 0.206
H 0.381 1.379 0.017 -1.067 1.625 1.886 0.172

=====

(7)
7
Properties=species:S:1:pos:R:3:forces:R:3:nbo_charge:R:1 method="wB97M-V/def2-TZVPD" gap_ha="0.234 / 0.314" e_above_lowest_ev=5.0302 e_lumo_ev="-2.83 / -0.99" homo_ev="-9.2 / -9.5" energy_ev=-14442.4389 charge=0
C -0.264 0.723 0.632 1.617 -0.896 1.805 -0.174
C 0.539 0.306 1.482 0.319 -0.257 0.608 -0.266
N -0.433 -0.949 -1.617 -1.130 -0.795 -0.313 -0.548
S 1.569 -0.303 2.668 -1.417 0.885 -1.583 0.211
H -0.736 0.921 -0.277 -0.472 0.744 -0.205 0.217
H 0.424 -0.515 -1.369 1.398 0.484 0.156 0.292
H -1.098 -0.183 -1.519 -0.315 -0.165 -0.468 0.269

=====

(8)
8
Properties=species:S:1:pos:R:3:forces:R:3:nbo_charge:R:1 method="wB97M-V/def2-TZVPD" gap_ha="0.309 / 0.308" e_above_lowest_ev=1.1949 e_lumo_ev="-0.83 / -0.83" homo_ev="-9.2 / -9.2" energy_ev=-25281.3751 charge=0 smiles="N=C=S.C=S"
N 2.720 -1.077 -1.353 1.169 -0.409 0.628 -0.663
C 3.380 -0.423 -0.624 -0.837 0.905 -0.475 0.251
S 4.157 0.625 0.267 0.279 -0.432 0.167 -0.042
H 1.905 -1.233 -1.881 -0.687 -0.066 -0.285 0.451
C 0.231 -0.922 1.261 -2.517 -0.908 0.298 -0.448
S -0.884 -0.896 0.031 1.620 0.271 1.661 0.043
H -0.122 -0.818 2.376 0.936 0.138 -2.251 0.211
H 1.221 -1.332 1.056 0.037 0.501 0.257 0.197

=====

(9)
8
Properties=species:S:1:pos:R:3:forces:R:3:nbo_charge:R:1 method="wB97M-V/def2-TZVPD" gap_ha=0.262 e_above_lowest_ev=0.5499 e_lumo_ev=-1.64 homo_ev=-8.8 energy_ev=-25282.0202 charge=0 smiles="NC(=S)C=S"
N -0.400 1.108 0.277 -0.912 -0.246 0.100 -0.731
C -0.557 -0.194 0.087 -1.317 -1.108 -0.784 0.112
S -2.101 -1.080 0.141 3.464 1.718 -0.037 -0.189
C 0.788 -0.829 -0.333 -0.647 -0.320 1.569 -0.337
S 2.295 -0.472 0.131 -0.700 0.576 -0.181 0.114
H 0.486 1.505 0.077 0.824 0.371 0.027 0.401
H -1.174 1.731 0.416 -0.282 -0.101 0.171 0.415
H 0.662 -1.769 -0.796 -0.430 -0.890 -0.866 0.216

=====

(10)
8
Properties=species:S:1:pos:R:3:forces:R:3:nbo_charge:R:1 method="wB97M-V/def2-TZVPD" gap_ha=0.298 e_above_lowest_ev=1.0366 e_lumo_ev=-1.41 homo_ev=-9.5 energy_ev=-25281.5335 charge=0 smiles=CSSC#N
C -1.140 -0.139 -0.077 3.526 -0.209 -1.115 -0.749
S -0.140 -1.645 -0.265 1.037 0.128 1.477 0.148
S 1.824 -0.923 0.798 -2.071 -1.553 -0.493 0.203
C 1.719 0.590 0.159 0.638 -0.883 0.266 -0.008
N 1.613 1.600 -0.354 -0.154 2.002 -0.772 -0.304
H -2.036 -0.180 -0.578 -1.683 -0.510 -2.180 0.240
H -0.376 0.515 -0.529 -1.435 0.735 0.110 0.247
H -1.465 0.182 0.845 0.141 0.290 2.707 0.222

=====

(11)
8
Properties=species:S:1:pos:R:3:forces:R:3:nbo_charge:R:1 method="wB97M-V/def2-TZVPD" gap_ha=0.282 e_above_lowest_ev=1.6752 e_lumo_ev=-0.75 homo_ev=-8.4 energy_ev=-25280.8948 charge=0 smiles="S=CNC=S"
S 1.787 -1.588 -0.037 0.692 -3.633 -0.238 0.097
C 1.363 -0.107 -0.125 -5.493 -1.749 -0.261 -0.151
N 0.051 0.393 -0.186 -0.861 5.819 0.843 -0.600
C -1.245 -0.009 0.006 -2.189 -2.457 0.601 -0.098
S -1.975 -1.525 -0.091 1.465 1.752 -0.048 -0.052
H 2.059 0.532 0.092 3.456 4.662 0.641 0.187
H -0.033 1.532 -0.028 1.101 -3.835 -0.698 0.401
H -2.008 0.771 0.370 1.829 -0.559 -0.842 0.216

=====

(12)
8
Properties=species:S:1:pos:R:3:forces:R:3:nbo_charge:R:1 method="wB97M-V/def2-TZVPD" gap_ha=0.315 e_above_lowest_ev=1.3027 e_lumo_ev=-0.13 homo_ev=-8.7 energy_ev=-25281.2674 charge=0 smiles="C=NSC=S"
C 1.826 0.043 -0.084 -1.124 -2.313 -0.890 -0.066
N 0.566 -0.288 -0.041 3.457 1.110 0.319 -0.554
S -0.535 1.005 0.037 0.618 -0.060 -0.093 0.540
C -1.803 -0.086 0.179 -1.635 -0.883 -0.135 -0.543
S -3.361 0.178 -0.107 -0.488 0.353 0.101 0.034
H 2.199 1.046 -0.197 0.077 0.468 0.266 0.165
H 2.579 -0.801 -0.208 -1.087 1.101 0.386 0.190
H -1.470 -1.096 0.421 0.183 0.224 0.047 0.233

=====

(13)
9
Properties=species:S:1:pos:R:3:forces:R:3:nbo_charge:R:1 method="wB97M-V/def2-TZVPD" gap_ha=0.299 e_above_lowest_ev=2.4150 e_lumo_ev=-0.97 homo_ev=-9.1 energy_ev=-36115.7107 charge=0
S -0.445 3.239 -0.912 1.095 -3.183 2.464 0.044
C 0.079 1.884 0.016 1.698 0.445 -1.570 -0.479
S -1.029 0.689 0.853 0.330 1.443 -0.783 0.270
C -0.131 -0.839 1.016 1.511 0.465 2.692 -0.111
N 0.216 -1.639 0.121 -0.330 0.025 -0.428 -0.509
S -0.260 -1.248 -1.437 0.300 -1.648 -0.939 0.205
H 1.305 1.574 0.075 -3.609 0.906 -0.091 0.241
H 0.252 -1.102 2.043 -0.744 0.460 -0.921 0.209
H 0.014 -2.559 -1.775 -0.251 1.087 -0.425 0.131

=====

(14)
9
Properties=species:S:1:pos:R:3:forces:R:3:nbo_charge:R:1 method="wB97M-V/def2-TZVPD" gap_ha=0.302 e_above_lowest_ev=1.1784 e_lumo_ev=-0.15 homo_ev=-8.4 energy_ev=-36116.9473 charge=0 smiles="S=C1NSCS1"
S 2.874 -0.454 -0.160 -0.641 0.845 -0.128 -0.037
C 1.295 -0.001 -0.104 -0.829 -4.263 -0.001 -0.204
N 0.278 -1.188 -0.223 2.488 3.597 -0.779 -0.801
S -1.168 -0.932 0.619 -0.309 0.274 0.685 0.451
C -1.171 0.766 0.083 -0.597 1.172 1.095 -0.719
S 0.539 1.471 0.192 -1.051 0.283 0.097 0.403
H 0.865 -1.979 -0.053 -0.221 -0.830 0.405 0.418
H -1.950 1.434 0.518 0.914 -0.645 1.095 0.267
H -1.563 0.883 -0.872 0.246 -0.433 -2.470 0.222

=====

(15)
8
Properties=species:S:1:pos:R:3:forces:R:3:nbo_charge:R:1 method="wB97M-V/def2-TZVPD" gap_ha="0.317 / 0.317" e_above_lowest_ev=0.0000 e_lumo_ev="-11.49 / -13.11" homo_ev="-20.1 / -21.7" energy_ev=-47231.9037 multiplicity=4 charge=+2
O -0.387 -0.687 0.134 -0.196 -0.605 -2.922 -0.125
C 0.869 0.800 0.891 0.867 1.210 -2.134 -0.018
C 0.037 0.482 -0.260 0.785 2.043 6.643 0.298
H 1.709 0.139 1.105 -0.346 -0.064 0.525 0.262
H 0.727 1.750 1.400 0.272 0.086 -0.013 0.272
H -0.675 1.201 -0.672 0.351 -0.264 -1.104 0.283
Ni -1.207 -2.694 -1.537 -0.173 0.101 0.009 1.519
O -1.074 -0.990 -1.060 -1.560 -2.509 -1.005 -0.489

=====

(16)
9
Properties=species:S:1:pos:R:3:forces:R:3:nbo_charge:R:1 method="wB97M-V/def2-TZVPD" gap_ha=0.211 e_above_lowest_ev=3.2837 e_lumo_ev=3.07 homo_ev=-2.7 energy_ev=-27886.5961 charge=-1
C 0.036 0.446 1.150 1.299 1.002 -0.889 -0.587
C -1.110 0.618 0.072 0.651 0.875 1.639 0.015
O 0.325 2.965 -0.687 -0.267 -0.435 -0.192 -0.911
O -0.903 0.559 -1.295 0.202 0.748 -0.050 -0.644
S 0.929 -1.102 1.845 -1.128 0.655 -1.027 -0.683
S -0.959 2.272 -0.858 -0.053 -1.454 0.308 1.235
H 0.913 1.150 0.775 -1.947 -1.260 0.869 0.219
H -0.452 0.866 2.038 0.213 0.298 -0.179 0.190
H -2.174 0.514 0.431 1.030 -0.428 -0.479 0.165

=====

(17)
9
Properties=species:S:1:pos:R:3:forces:R:3:nbo_charge:R:1 method="wB97M-V/def2-TZVPD" gap_ha=0.241 e_above_lowest_ev=2.5137 e_lumo_ev=3.42 homo_ev=-3.1 energy_ev=-27887.3661 charge=-1
C -1.419 0.109 -0.406 0.764 0.495 0.071 -0.540
C -0.252 -0.318 0.506 0.900 1.120 1.795 -0.586
O 1.905 1.222 -0.863 -0.159 0.063 -0.086 -1.015
O 2.708 -0.083 1.057 -0.752 -0.095 -0.530 -1.015
S -1.037 -1.651 -0.390 -0.366 -0.490 0.258 0.023
S 1.914 -0.091 -0.202 -0.704 -0.042 0.871 1.522
H -2.417 0.470 -0.087 0.678 -0.520 0.353 0.195
H -1.160 0.595 -1.368 0.213 -0.254 0.694 0.211
H -0.242 -0.252 1.753 -0.574 -0.278 -3.425 0.205

=====

(18)
9
Properties=species:S:1:pos:R:3:forces:R:3:nbo_charge:R:1 method="wB97M-V/def2-TZVPD" gap_ha="0.287 / 0.291" e_above_lowest_ev=5.9290 e_lumo_ev="3.37 / 3.45" homo_ev="-4.4 / -4.5" energy_ev=-27883.9507 charge=-1
C 0.065 0.412 -0.128 0.088 0.630 -2.046 -0.372
C -0.061 -0.817 0.383 -1.978 3.328 1.809 -0.388
O -3.224 -0.889 1.172 4.045 -0.378 1.261 -0.779
O -0.933 -2.653 2.103 0.073 -1.234 -0.188 -0.963
S -0.341 -0.171 3.329 -0.284 0.363 -0.096 -0.573
S -1.096 -1.237 1.878 -2.901 1.429 -1.942 1.475
H 0.719 0.424 -1.064 -0.582 0.194 1.382 0.174
H -0.440 1.428 0.017 0.411 -2.040 0.458 0.223
H 0.619 -1.509 0.056 1.128 -2.291 -0.638 0.203

=====

(19)
9
Properties=species:S:1:pos:R:3:forces:R:3:nbo_charge:R:1 method="wB97M-V/def2-TZVPD" gap_ha=0.253 e_above_lowest_ev=2.1570 e_lumo_ev=3.37 homo_ev=-3.5 energy_ev=-27887.7228 charge=-1
C 0.587 0.700 0.262 -1.579 0.915 0.488 -0.527
C 0.209 -0.748 0.518 1.947 1.441 1.669 -0.496
O -1.619 -0.355 2.053 -0.843 0.371 0.726 -1.049
O -0.881 -2.688 2.179 0.319 -0.068 -0.079 -1.032
S 1.928 -0.454 -0.124 0.170 0.272 -0.101 -0.034
S -0.485 -1.270 2.313 0.403 0.447 -1.507 1.512
H -0.068 1.372 -0.457 1.743 -1.701 0.880 0.208
H 0.859 1.329 1.170 -0.606 -1.085 -1.017 0.212
H -0.211 -1.311 -0.251 -1.554 -0.592 -1.059 0.204

=====

(20)
9
Properties=species:S:1:pos:R:3:forces:R:3:nbo_charge:R:1 method="wB97M-V/def2-TZVPD" gap_ha="0.142 / 0.266" e_above_lowest_ev=2.4417 e_lumo_ev="3.47 / 2.62" homo_ev="-0.4 / -4.6" energy_ev=-27884.1473 multiplicity=3 charge=-1
C -0.579 -0.979 -0.479 0.232 2.973 -4.764 -0.456
C 0.495 -0.334 0.090 2.701 -3.820 1.966 -0.378
O -0.529 2.457 -0.358 -2.096 0.936 -1.187 -0.970
O 0.284 1.591 1.892 -0.353 0.271 0.106 -0.946
S 1.195 -1.537 -1.143 -0.573 0.604 -0.323 -0.178
S 0.524 1.869 0.442 2.335 0.425 1.601 1.336
H -1.158 -1.689 -0.088 -2.313 -2.676 2.039 0.181
H -1.025 -0.434 -1.349 0.218 -0.729 0.697 0.208
H 0.795 -0.945 0.994 -0.152 2.016 -0.134 0.204